[1]
Molecular formula: C61H48MoOP4S3Se
Method: DFT, the ωB97M-V functional and the def2-TZVPD basis

The LUMO energy (alpha / beta) comes out at -0.344 / -0.306 eV. As for the multiplicity: 3. The total energy comes out at -202946.763 eV. For the relative energy (zero: lowest compared OMol25 entry of this formula, charge and spin), the calculation gives 0.0 kJ/mol. The HOMO-LUMO gap (alpha / beta) is 5.52 / 7.17 eV.

Geometry as XYZ:
```
119
C61H48MoOP4S3Se the ωB97M-V functional and the def2-TZVPD basis
Mo 1.424 0.846 0.472
S 1.686 2.696 2.153
P 1.376 3.739 0.406
C 0.768 2.527 -0.614
P 1.018 2.028 -2.248
S 2.020 0.275 -2.036
C 1.672 3.273 -3.386
C 0.915 4.362 -3.831
C 1.454 5.251 -4.724
C 2.783 5.127 -5.098
C 3.596 4.110 -4.589
C 3.020 3.153 -3.760
C -0.653 1.779 -3.034
C -1.832 1.784 -2.272
C -3.022 1.440 -2.884
C -3.110 1.085 -4.215
C -1.932 1.079 -4.977
C -0.766 1.477 -4.379
C 2.887 4.624 -0.110
C 4.138 4.107 0.201
C 5.289 4.755 -0.232
C 5.207 5.893 -1.026
C 3.961 6.330 -1.448
C 2.789 5.717 -0.964
C 0.175 5.080 0.677
C 0.353 6.050 1.683
C -0.616 7.021 1.853
C -1.834 6.957 1.204
C -1.987 5.950 0.259
C -0.988 5.048 -0.043
H -0.111 4.460 -3.511
H 0.861 6.086 -5.105
H 3.229 5.815 -5.795
H 4.638 4.047 -4.841
H 3.648 2.393 -3.353
H -1.799 1.962 -1.179
H -3.940 1.486 -2.319
H -4.034 0.707 -4.658
H -2.012 0.914 -6.060
H 0.141 1.531 -4.995
H 4.161 3.268 0.893
H 6.280 4.385 0.087
H 6.132 6.368 -1.326
H 3.838 7.178 -2.096
H 1.829 6.124 -1.255
H 1.242 6.053 2.275
H -0.452 7.837 2.551
H -2.628 7.640 1.413
H -2.896 5.865 -0.277
H -1.093 4.332 -0.848
O -0.059 -0.202 1.076
S -1.153 -1.312 -1.285
C -0.114 -2.563 -2.088
C 0.160 -2.247 -3.434
C 1.246 -2.810 -4.069
C 2.077 -3.685 -3.400
C 1.765 -4.105 -2.119
C 0.681 -3.532 -1.437
P 0.413 -3.805 0.333
C -0.649 -5.325 0.254
C -0.722 -6.180 1.361
C -1.583 -7.276 1.342
C -2.324 -7.616 0.224
C -2.247 -6.777 -0.884
C -1.418 -5.652 -0.876
C 1.984 -4.463 0.917
C 2.746 -3.553 1.673
C 4.016 -3.927 2.111
C 4.408 -5.211 1.942
C 3.625 -6.171 1.270
C 2.401 -5.802 0.731
C -2.432 -1.917 -0.203
C -3.460 -2.607 -0.845
C -4.675 -2.790 -0.214
C -4.863 -2.231 1.057
C -3.830 -1.629 1.732
C -2.559 -1.500 1.127
P -1.147 -0.953 2.166
C -1.589 -2.181 3.546
C -1.904 -1.809 4.878
C -2.202 -2.797 5.802
C -2.144 -4.121 5.409
C -1.861 -4.498 4.098
C -1.609 -3.543 3.158
C -1.547 0.619 2.961
C -2.481 1.539 2.560
C -2.609 2.786 3.230
C -1.754 3.079 4.264
C -0.758 2.147 4.602
C -0.614 0.960 3.941
H -0.467 -1.530 -3.955
H 1.513 -2.553 -5.060
H 2.911 -4.055 -3.976
H 2.378 -4.851 -1.628
H -0.208 -5.930 2.256
H -1.654 -7.824 2.273
H -2.948 -8.516 0.173
H -2.845 -7.016 -1.751
H -1.380 -4.959 -1.743
H 2.297 -2.569 1.851
H 4.622 -3.249 2.691
H 5.360 -5.493 2.352
H 4.006 -7.206 1.160
H 1.842 -6.527 0.113
H -3.312 -2.999 -1.839
H -5.509 -3.314 -0.696
H -5.819 -2.372 1.527
H -3.981 -1.262 2.745
H -1.908 -0.768 5.174
H -2.501 -2.529 6.786
H -2.373 -4.874 6.118
H -1.899 -5.558 3.817
H -1.472 -3.766 2.099
H -3.122 1.282 1.712
H -3.415 3.467 2.919
H -1.816 3.974 4.852
H -0.076 2.332 5.409
H 0.192 0.271 4.222
Se 3.545 0.037 0.854
```



[2]
Molecular formula: C6H10N2
Method: DFT, the ωB97M-V functional and the def2-TZVPD basis

The LUMO energy comes out at 0.907 eV. As for the multiplicity: 1. The total energy comes out at -9361.887 eV. For the relative energy (zero: lowest compared OMol25 entry of this formula, charge and spin), the calculation gives 246.0 kJ/mol. The HOMO-LUMO gap is 10.20 eV.

Geometry as XYZ:
```
18
C6H10N2 the ωB97M-V functional and the def2-TZVPD basis
C -1.741 1.270 -0.177
C -2.952 0.849 0.137
C -3.169 -0.488 0.310
N -2.240 -1.465 0.084
C -1.077 -1.019 -0.212
C -0.733 0.322 -0.146
H -1.616 2.321 -0.594
H -3.806 1.322 0.251
H -4.176 -0.625 0.809
H -0.180 -1.616 -0.703
H 0.246 0.777 -0.185
C 2.666 -0.613 -0.110
N 3.425 0.464 0.353
H 2.085 -0.273 -1.062
H 3.253 -1.508 -0.381
H 1.910 -0.745 0.692
H 4.006 0.119 1.132
H 4.098 0.907 -0.200
```



[3]
Molecular formula: C5H6O2
Method: DFT, the ωB97M-V functional and the def2-TZVPD basis

The LUMO energy comes out at 0.597 eV. As for the multiplicity: 1. The total energy comes out at -9373.902 eV. For the relative energy (zero: lowest compared OMol25 entry of this formula, charge and spin), the calculation gives 308.1 kJ/mol. The HOMO-LUMO gap is 10.45 eV.

Geometry as XYZ:
```
13
C5H6O2 the ωB97M-V functional and the def2-TZVPD basis
C 2.437 -1.006 0.153
C 1.249 -1.079 -0.019
C -0.197 -1.175 -0.211
C -1.026 -0.556 0.905
O -2.139 -0.130 0.718
H 3.492 -0.939 0.307
H -0.497 -2.233 -0.228
H -0.511 -0.746 -1.169
H -0.560 -0.581 1.909
C -0.570 2.125 -0.602
O 0.151 1.897 0.333
H -1.662 1.993 -0.510
H -0.166 2.428 -1.587
```



[4]
Molecular formula: C19H43NO7P2
Method: DFT, the ωB97M-V functional and the def2-TZVPD basis

The LUMO energy comes out at 0.546 eV. As for the multiplicity: 1. The total energy comes out at -54799.843 eV. The HOMO-LUMO gap is 9.31 eV.

Geometry as XYZ:
```
72
C19H43NO7P2 the ωB97M-V functional and the def2-TZVPD basis
C 1.857 -1.449 2.517
C 2.220 -0.114 1.885
O 1.053 0.704 1.732
C 0.701 1.098 0.422
C -0.149 0.039 -0.277
O -1.554 0.340 -0.195
P -2.206 0.524 1.320
C -2.189 -1.153 2.091
C -2.633 -2.467 1.449
C -1.971 -2.868 0.137
N -2.620 -2.330 -1.060
P -4.330 0.600 0.741
O -5.135 1.216 1.833
H 2.761 -1.984 2.820
H 1.237 -1.289 3.404
H 1.300 -2.087 1.825
H 2.706 -0.260 0.909
H 2.927 0.431 2.520
H 1.590 1.330 -0.173
H 0.105 2.012 0.514
H 0.081 -0.048 -1.341
H 0.057 -0.928 0.198
H -2.799 -0.961 2.988
H -1.163 -1.262 2.471
H -3.723 -2.483 1.320
H -2.420 -3.252 2.183
H -1.962 -3.962 0.082
H -0.921 -2.556 0.165
H -2.018 -1.689 -1.556
H -3.457 -1.813 -0.831
H -4.312 1.266 -0.504
H -4.803 -0.666 0.338
C -5.009 5.026 5.541
C -3.851 4.513 4.714
C -3.926 3.071 4.288
O -2.927 5.232 4.413
H -4.855 6.073 5.789
H -5.942 4.906 4.986
H -5.105 4.437 6.455
H -4.818 2.892 3.686
H -3.999 2.427 5.168
H -3.049 2.803 3.705
C 4.539 -2.236 -2.202
C 4.671 -0.831 -1.670
C 4.808 0.258 -2.706
O 4.656 -0.567 -0.486
H 4.445 -2.939 -1.378
H 3.677 -2.330 -2.864
H 5.416 -2.487 -2.802
H 3.940 0.252 -3.367
H 5.688 0.074 -3.325
H 4.880 1.226 -2.219
C 0.647 -4.194 -2.416
C 1.464 -4.809 -3.518
C 0.952 -6.109 -4.086
O 2.472 -4.287 -3.926
H 1.107 -3.266 -2.082
H -0.367 -4.002 -2.770
H 0.566 -4.888 -1.578
H -0.055 -5.971 -4.484
H 0.883 -6.860 -3.296
H 1.617 -6.459 -4.872
C 1.204 4.540 -3.336
C 1.994 3.878 -2.234
C 2.614 4.789 -1.204
O 2.120 2.677 -2.174
H 0.806 3.788 -4.013
H 0.388 5.125 -2.909
H 1.841 5.235 -3.886
H 1.838 5.381 -0.715
H 3.293 5.493 -1.689
H 3.152 4.203 -0.464
```



[5]
Molecular formula: C18H14ClPPdSe4
Method: DFT, the ωB97M-V functional and the def2-TZVPD basis

As for the charge: -2. The LUMO energy comes out at 4.411 eV. As for the multiplicity: 1. The total energy comes out at -305571.764 eV. The HOMO-LUMO gap is 3.98 eV.

Geometry as XYZ:
```
39
C18H14ClPPdSe4 the ωB97M-V functional and the def2-TZVPD basis
Pd 0.861 3.024 0.090
Se 2.666 3.475 -1.719
Se 1.500 5.194 -0.656
Se -0.503 4.084 1.847
Se -2.670 3.235 1.664
Cl -1.275 2.808 -1.694
C -2.041 1.277 -1.451
C -3.424 1.218 -1.518
C -4.070 0.007 -1.341
C -3.334 -1.140 -1.079
C -1.950 -1.066 -0.986
C -1.271 0.139 -1.168
P 0.564 0.330 -1.051
C 0.743 0.833 0.703
C 2.010 1.340 1.093
C 2.287 1.536 2.463
C 1.304 1.346 3.396
C 0.030 0.899 3.010
C -0.240 0.616 1.697
C 1.057 -1.464 -0.979
C 1.448 -2.120 0.186
C 1.903 -3.436 0.147
C 1.972 -4.121 -1.058
C 1.588 -3.478 -2.230
C 1.150 -2.162 -2.188
H -3.977 2.134 -1.677
H -5.152 -0.036 -1.388
H -3.835 -2.088 -0.924
H -1.383 -1.960 -0.757
H 2.829 1.333 0.390
H 3.268 1.889 2.756
H 1.498 1.568 4.439
H -0.764 0.816 3.742
H -1.232 0.290 1.416
H 1.391 -1.594 1.132
H 2.203 -3.928 1.065
H 2.329 -5.144 -1.087
H 1.644 -4.001 -3.178
H 0.873 -1.652 -3.105
```



[6]
Molecular formula: C27H36MoN5OS2
Method: DFT, the ωB97M-V functional and the def2-TZVPD basis

As for the charge: +3. The LUMO energy (alpha / beta) comes out at -11.495 / -11.142 eV. As for the multiplicity: 1. The total energy comes out at -61581.277 eV. For the relative energy (zero: lowest compared OMol25 entry of this formula, charge and spin), the calculation gives 0.0 kJ/mol. The HOMO-LUMO gap (alpha / beta) is 5.03 / 5.39 eV.

Geometry as XYZ:
```
72
C27H36MoN5OS2 the ωB97M-V functional and the def2-TZVPD basis
Mo -0.085 0.531 -0.583
C 0.635 -1.132 3.001
C 1.421 -2.164 2.197
C 1.666 -1.758 0.740
N 0.432 -1.402 0.011
C -0.367 -2.413 -0.362
C -0.073 -3.774 -0.111
C -0.847 -4.898 -0.260
C -2.189 -5.000 -0.645
C -2.964 -4.002 -1.191
C -2.597 -2.696 -1.511
C -1.452 -1.971 -1.200
N -1.228 -0.690 -1.653
C -2.177 -0.165 -2.646
C -3.355 0.482 -1.925
C -2.873 1.674 -1.122
N -1.887 1.330 -0.076
C -2.084 1.831 1.176
C -3.360 2.158 1.658
C -3.768 2.740 2.843
C -2.997 3.219 3.893
C -1.618 3.149 3.996
C -0.702 2.546 3.147
C -0.866 1.885 1.926
N 0.174 1.287 1.266
C 1.437 1.139 2.012
C 1.360 0.195 3.228
H 0.428 -1.567 3.979
H -0.336 -0.952 2.529
H 0.887 -3.115 2.241
H 2.395 -2.324 2.663
H 2.190 -2.552 0.204
H 2.332 -0.909 0.727
H 0.915 -3.977 0.275
H -0.366 -5.831 0.010
H -2.643 -5.978 -0.542
H -3.974 -4.276 -1.469
H -3.359 -2.164 -2.063
H -2.497 -0.956 -3.321
H -1.667 0.581 -3.251
H -3.835 -0.228 -1.248
H -4.101 0.810 -2.650
H -3.718 2.210 -0.706
H -2.381 2.382 -1.793
H -4.181 1.881 1.012
H -4.839 2.858 2.951
H -3.523 3.692 4.713
H -1.186 3.601 4.880
H 0.313 2.629 3.504
H 1.771 2.125 2.342
H 2.190 0.800 1.315
H 0.860 0.699 4.055
H 2.384 0.005 3.559
C 4.880 1.412 0.170
C 4.535 1.303 -1.308
S 3.267 0.050 -1.644
O 1.969 0.608 -0.991
C 3.025 0.396 -3.410
C 1.952 -0.505 -4.002
H 5.815 1.959 0.275
H 5.020 0.431 0.628
H 4.120 1.966 0.717
H 5.400 0.958 -1.880
H 4.182 2.249 -1.718
H 3.997 0.228 -3.876
H 2.767 1.454 -3.478
H 2.300 -1.530 -4.113
H 1.676 -0.138 -4.990
H 1.051 -0.505 -3.383
S 0.303 3.612 -4.007
C 0.102 2.638 -2.826
N -0.055 1.871 -1.894
```



[7]
Molecular formula: C4H6N2
Method: DFT, the ωB97M-V functional and the def2-TZVPD basis

The LUMO energy (alpha / beta) comes out at 0.204 / -0.035 eV. As for the multiplicity: 1. The total energy comes out at -7221.630 eV. For the relative energy (zero: lowest compared OMol25 entry of this formula, charge and spin), the calculation gives 382.1 kJ/mol. The HOMO-LUMO gap (alpha / beta) is 7.80 / 6.65 eV.

Geometry as XYZ:
```
12
C4H6N2 the ωB97M-V functional and the def2-TZVPD basis
C -1.778 -0.177 0.097
N -0.448 0.124 0.299
C 0.408 -0.820 -0.398
C 1.692 -0.072 -0.451
N 1.627 0.985 0.304
C 0.332 1.087 0.772
H -0.317 -1.175 -1.164
H -2.487 0.051 0.873
H -2.054 0.066 -0.928
H 0.521 -1.714 0.229
H 2.607 -0.355 -0.958
H -0.041 1.954 1.298
```



[8]
Molecular formula: C5H4ClN
Method: DFT, the ωB97M-V functional and the def2-TZVPD basis

The LUMO energy (alpha / beta) comes out at -0.795 / -0.804 eV. As for the multiplicity: 1. The total energy comes out at -19255.387 eV. For the relative energy (zero: lowest compared OMol25 entry of this formula, charge and spin), the calculation gives 529.3 kJ/mol. The HOMO-LUMO gap (alpha / beta) is 8.11 / 8.53 eV.

Geometry as XYZ:
```
11
C5H4ClN the ωB97M-V functional and the def2-TZVPD basis
C 0.707 2.629 -0.367
C -0.887 1.331 1.352
C 1.356 -1.158 -1.261
C 0.008 1.857 0.551
C 1.740 -0.307 -0.329
N 1.278 3.197 -1.164
Cl 3.075 -0.325 0.716
H -0.761 0.241 1.297
H -1.583 2.061 1.786
H 2.006 -1.866 -1.488
H 0.563 -1.099 -1.845
```



Repeat the seventh record exactly.
Molecular formula: C4H6N2
Method: DFT, the ωB97M-V functional and the def2-TZVPD basis

The LUMO energy (alpha / beta) comes out at 0.204 / -0.035 eV. As for the multiplicity: 1. The total energy comes out at -7221.630 eV. For the relative energy (zero: lowest compared OMol25 entry of this formula, charge and spin), the calculation gives 382.1 kJ/mol. The HOMO-LUMO gap (alpha / beta) is 7.80 / 6.65 eV.

Geometry as XYZ:
```
12
C4H6N2 the ωB97M-V functional and the def2-TZVPD basis
C -1.778 -0.177 0.097
N -0.448 0.124 0.299
C 0.408 -0.820 -0.398
C 1.692 -0.072 -0.451
N 1.627 0.985 0.304
C 0.332 1.087 0.772
H -0.317 -1.175 -1.164
H -2.487 0.051 0.873
H -2.054 0.066 -0.928
H 0.521 -1.714 0.229
H 2.607 -0.355 -0.958
H -0.041 1.954 1.298
```